No. 1
Here is the molecule C25H30N2O6S from OMol25. Energies are from the ωB97M-V functional and the def2-TZVPD basis.

Summary:
* 2S+1: 1
* gap between HOMO and LUMO: 8.51 eV
* energy above the lowest of the compared OMol25 structures with the same formula, charge and spin: 101.67 kJ/mol
* LUMO: 0.17 eV
* HOMO level: -8.3 eV
* SMILES: COc1ccc2cc(CN(C[C@@H]3COCCO3)S(=O)(=O)c3c(C)cc(C)cc3C)c(=O)[nH]c2c1
* DFT total energy: -52512.20541 eV

```
64
C25H30N2O6S | OMol25 | the ωB97M-V functional and the def2-TZVPD basis
S -1.628 -1.967 -1.202
O -1.105 -2.683 -2.330
O -0.769 3.155 -0.542
O -0.340 1.435 -4.189
O -3.047 -1.742 -1.177
O 4.900 3.295 3.690
O -3.125 1.093 -4.474
N -0.813 -0.508 -1.088
N 1.021 3.146 0.822
C -0.060 2.527 0.224
C -2.336 1.555 -5.547
C -0.245 1.129 0.598
C 5.170 4.642 3.380
C -0.095 -3.824 2.710
C -1.970 -3.139 1.326
C 0.768 -3.447 1.690
C -1.097 2.285 -5.024
C 3.640 1.344 3.474
C 0.596 0.531 1.474
C 2.962 3.298 2.228
C 0.300 -2.911 0.498
C 3.835 2.691 3.115
C 1.895 2.570 1.698
C 1.696 1.223 2.056
C -1.358 0.381 -0.079
C -0.224 0.061 -2.272
C 0.444 -4.384 3.990
C -3.455 -3.037 1.183
C 1.285 -2.533 -0.560
C 2.594 0.630 2.955
C -1.132 0.976 -3.100
C -2.371 0.247 -3.630
C -1.456 -3.671 2.506
C -1.076 -2.742 0.333
H -1.447 1.850 -2.508
H -2.049 -0.650 -4.182
H 5.370 4.775 2.313
H -3.770 -2.000 1.085
H -1.879 -0.258 0.637
H 4.339 0.901 4.165
H 0.667 0.634 -1.993
H 4.345 5.295 3.682
H 2.447 -0.403 3.230
H 1.442 -1.456 -0.562
H 0.985 -3.614 4.539
H -3.787 -3.546 0.282
H 1.138 -5.197 3.787
H 2.240 -3.022 -0.376
H 1.159 4.117 0.564
H -2.143 -3.977 3.281
H -3.032 -0.056 -2.819
H 0.442 -0.505 1.744
H -2.020 0.706 -6.172
H -1.408 3.177 -4.461
H 1.833 -3.578 1.823
H 0.914 -2.819 -1.538
H -2.968 2.227 -6.130
H 6.061 4.902 3.949
H -0.358 -4.756 4.621
H 0.081 -0.779 -2.897
H -0.438 2.576 -5.844
H -3.947 -3.477 2.048
H -2.074 1.092 -0.504
H 3.083 4.329 1.932
```

Which charges does Löwdin predict for the atoms? In e, they are:
1 S 0.705
2 O -0.277
3 O 0.061
4 O -0.091
5 O -0.286
6 O -0.072
7 O -0.113
8 N -0.224
9 N 0.177
10 C -0.416
11 C -0.184
12 C -0.098
13 C -0.080
14 C -0.260
15 C -0.228
16 C -0.014
17 C -0.174
18 C -0.002
19 C 0.059
20 C 0.049
21 C -0.248
22 C -0.271
23 C -0.172
24 C -0.152
25 C -0.129
26 C -0.127
27 C -0.042
28 C -0.047
29 C -0.035
30 C -0.015
31 C -0.291
32 C -0.142
33 C -0.001
34 C -0.176
35 H 0.139
36 H 0.141
37 H 0.097
38 H 0.080
39 H 0.121
40 H 0.118
41 H 0.139
42 H 0.097
43 H 0.115
44 H 0.078
45 H 0.083
46 H 0.087
47 H 0.084
48 H 0.087
49 H 0.166
50 H 0.116
51 H 0.116
52 H 0.122
53 H 0.130
54 H 0.132
55 H 0.122
56 H 0.069
57 H 0.127
58 H 0.095
59 H 0.076
60 H 0.126
61 H 0.127
62 H 0.081
63 H 0.133
64 H 0.110


No. 2
Here is a cluster of 2 separate species, C25H30N6O3S in total from OMol25. Energies are from the ωB97M-V functional and the def2-TZVPD basis.

Summary:
* 2S+1: 1
* gap between HOMO and LUMO: 8.34 eV
* energy above the lowest of the compared OMol25 structures with the same formula, charge and spin: 3.06 kJ/mol
* LUMO: 0.46 eV
* HOMO level: -7.9 eV
* SMILES: CNC(=O)[C@H](Cc1ccc(O)cc1)NC(C)=O.CCc1nnc(NCc2ccc3[nH]ccc3c2)s1
* DFT total energy: -52331.02507 eV

```
65
C25H30N6O3S | OMol25 | the ωB97M-V functional and the def2-TZVPD basis
S -6.233 -3.563 1.475
O 5.532 3.582 3.931
O 2.091 1.481 -5.016
O 0.236 2.402 -0.695
N -5.278 -1.607 2.856
N 0.713 -1.840 -2.069
N -5.120 -1.246 1.545
N -5.514 -2.047 -0.663
N 1.994 1.954 -2.855
N 1.384 0.983 0.550
C 1.287 1.803 -0.501
C -2.696 -2.333 -1.168
C -1.241 -0.245 -2.357
C -0.605 -1.425 -1.975
C 5.093 2.988 0.330
C 2.469 2.014 -1.469
C -2.617 -0.112 -2.138
C 2.644 1.513 -3.930
C 3.655 4.054 2.509
C -5.568 -2.151 0.717
C 3.140 3.375 -1.223
C -6.133 -3.396 4.325
C 4.073 1.018 -3.806
C 4.962 3.556 2.699
C -1.322 -2.456 -1.384
C -3.364 -1.149 -1.548
C 3.787 3.480 0.141
C 2.551 0.230 1.005
C -0.383 -3.530 -1.106
C 3.070 4.017 1.228
C 5.680 3.024 1.608
C -5.842 -2.781 2.985
C 0.855 -3.121 -1.540
C -4.846 -0.926 -1.342
C -5.222 -4.596 4.587
H 1.771 -3.702 -1.488
H 4.707 1.824 -3.444
H 2.063 4.387 1.082
H -4.993 -0.001 -0.772
H -5.436 -5.023 5.572
H 3.360 0.915 1.263
H 1.451 -1.301 -2.520
H 1.050 2.279 -3.017
H -0.623 -4.483 -0.646
H -5.984 -2.649 5.111
H 2.396 4.166 -1.331
H 4.985 4.042 4.568
H 6.680 2.650 1.768
H 4.420 0.706 -4.790
H -4.171 -4.290 4.562
H 3.904 3.547 -1.982
H -0.681 0.564 -2.813
H 4.113 0.170 -3.127
H -3.222 -3.157 -0.699
H 0.531 0.890 1.084
H 3.102 4.458 3.342
H -5.696 -2.894 -1.191
H 5.644 2.577 -0.504
H -5.318 -0.773 -2.319
H 3.203 1.230 -1.300
H -3.106 0.814 -2.428
H -5.378 -5.372 3.831
H -7.178 -3.718 4.355
H 2.885 -0.463 0.232
H 2.288 -0.344 1.896
```

Which charges does Löwdin predict for the atoms? In e, they are:
1 S 1.062
2 O 0.052
3 O 0.038
4 O 0.047
5 N 0.007
6 N 0.066
7 N 0.005
8 N -0.027
9 N 0.117
10 N 0.053
11 C -0.469
12 C 0.027
13 C -0.003
14 C -0.228
15 C -0.035
16 C -0.210
17 C -0.036
18 C -0.562
19 C -0.008
20 C -0.669
21 C -0.095
22 C -0.257
23 C 0.009
24 C -0.316
25 C -0.187
26 C -0.203
27 C -0.239
28 C -0.049
29 C -0.034
30 C -0.022
31 C -0.006
32 C -0.623
33 C -0.101
34 C -0.148
35 C -0.116
36 H 0.109
37 H 0.074
38 H 0.118
39 H 0.123
40 H 0.071
41 H 0.069
42 H 0.145
43 H 0.144
44 H 0.100
45 H 0.112
46 H 0.129
47 H 0.102
48 H 0.111
49 H 0.088
50 H 0.080
51 H 0.115
52 H 0.097
53 H 0.074
54 H 0.108
55 H 0.151
56 H 0.107
57 H 0.125
58 H 0.111
59 H 0.124
60 H 0.123
61 H 0.114
62 H 0.064
63 H 0.104
64 H 0.077
65 H 0.092


No. 3
Here is a structure of composition C25H30N9ReSSb from OMol25. Energies are from the ωB97M-V functional and the def2-TZVPD basis.

Summary:
* <S²>: 0.780
* 2S+1: 2
* gap between HOMO and LUMO (alpha / beta): 6.03 / 6.44 eV
* energy above the lowest of the compared OMol25 structures with the same formula, charge and spin: 53.74 kJ/mol
* LUMO (alpha / beta): -14.47 / -14.03 eV
* net charge: +4
* HOMO level (alpha / beta): -20.5 / -20.5 eV
* DFT total energy: -59286.03140 eV

```
67
C25H30N9ReSSb | OMol25 | the ωB97M-V functional and the def2-TZVPD basis
Re 0.321 0.091 -0.184
Sb 2.531 1.939 1.868
S -0.140 -0.410 -2.317
N -1.860 0.662 -0.083
N 0.504 -1.984 0.299
N -4.027 -0.061 -2.819
N 0.108 -0.023 2.008
N -2.554 0.287 -1.251
N 0.356 2.348 -0.340
N -2.774 -0.362 -3.246
N 2.393 -0.076 -0.542
N 0.541 -4.162 0.406
C -0.786 -0.821 4.087
C 0.212 5.129 0.200
C -3.907 0.341 -1.587
C 1.593 -2.389 1.082
C -1.926 -1.536 2.049
C 5.187 0.052 -0.919
C 1.617 -3.736 1.147
C 0.190 -0.176 4.812
C -1.867 -0.154 -2.316
C -0.120 -3.112 -0.088
C 2.353 -1.933 -2.295
C 4.399 -0.786 -1.668
C -4.999 0.772 -0.687
C 3.197 0.714 0.247
C -0.811 -0.755 2.697
C 1.011 4.285 0.956
C 1.085 0.609 2.724
C -0.419 4.568 -0.888
C -1.361 -3.286 -0.890
C 1.140 0.547 4.101
C 3.023 -0.879 -1.459
C -0.319 3.208 -1.174
C -0.913 2.814 -2.502
C 1.071 2.935 0.670
C 4.560 0.785 0.087
H 0.272 -5.129 0.270
H -2.353 0.266 0.719
H -2.892 -1.085 2.304
H 2.290 -4.418 1.640
H 3.002 -2.809 -2.300
H -1.957 -2.539 2.477
H -1.842 -1.656 0.975
H -5.217 0.000 0.054
H -0.979 5.191 -1.572
H -2.642 -0.688 -4.200
H -4.752 1.705 -0.176
H 5.152 1.420 0.735
H 2.273 -1.606 -3.335
H -1.547 -1.405 4.588
H -5.896 0.929 -1.284
H -1.890 1.681 0.006
H 1.382 -2.257 -1.943
H -0.332 2.057 -3.020
H 0.139 6.188 0.413
H 2.259 -1.687 1.549
H 6.256 0.115 -1.082
H -2.081 -3.896 -0.340
H -1.150 -3.799 -1.831
H -0.901 3.692 -3.143
H -1.964 2.522 -2.440
H 1.603 4.689 1.769
H 4.839 -1.418 -2.429
H 0.218 -0.236 5.893
H -1.832 -2.334 -1.112
H 1.932 1.064 4.629
```

Which charges does Löwdin predict for the atoms? In e, they are:
1 Re 1.392
2 Sb 1.669
3 S 0.889
4 N 0.057
5 N -0.121
6 N 0.216
7 N -0.091
8 N -0.055
9 N -0.080
10 N 0.129
11 N -0.125
12 N 0.168
13 C 0.028
14 C 0.040
15 C -0.250
16 C -0.101
17 C -0.023
18 C 0.045
19 C 0.011
20 C 0.040
21 C -0.611
22 C -0.368
23 C -0.071
24 C 0.029
25 C 0.047
26 C -0.430
27 C -0.272
28 C -0.086
29 C -0.435
30 C 0.022
31 C 0.019
32 C -0.079
33 C -0.261
34 C -0.276
35 C -0.023
36 C -0.430
37 C -0.086
38 H 0.201
39 H 0.104
40 H 0.116
41 H 0.152
42 H 0.118
43 H 0.122
44 H 0.023
45 H 0.110
46 H 0.145
47 H 0.209
48 H 0.102
49 H 0.108
50 H 0.106
51 H 0.148
52 H 0.121
53 H 0.133
54 H 0.000
55 H 0.047
56 H 0.151
57 H 0.111
58 H 0.151
59 H 0.120
60 H 0.119
61 H 0.113
62 H 0.089
63 H 0.108
64 H 0.149
65 H 0.150
66 H 0.035
67 H 0.112